(1)
Formula: C6H8KLiO6
Source: OMol25
Level of theory: wB97M-V/def2-TZVPD

Output
Energy above the lowest of the compared OMol25 structures with the same formula, charge and spin (kJ/mol): 541.8
Kohn-Sham gap (eV): 5.8811
DFT total energy (eV): -35161.9382

The geometry in ORCA input format:
```
! RIJCOSX wB97M-V def2-TZVPD def2/J DEFGRID3
* xyz 0 1
H -4.243 -0.178 -0.230
C -3.169 -0.261 -0.464
H -3.037 -0.203 -1.556
O -0.844 2.217 -0.154
H 4.032 1.585 -0.972
C 2.259 -0.798 -0.224
C 3.585 1.040 -0.136
C -1.858 1.789 -0.718
H 2.040 1.991 1.105
Li 0.114 -2.629 -0.386
C 2.142 1.466 0.151
O -2.446 0.798 0.142
O 1.470 0.157 0.255
H -2.944 -1.698 1.121
H -3.040 -2.402 -0.505
O 3.454 -0.342 -0.516
H 1.688 2.022 -0.676
O 1.904 -1.938 -0.415
C -2.589 -1.571 0.075
K -0.785 0.161 0.706
H 4.225 1.090 0.752
O -1.207 -1.564 0.021
*
```

Here are the Mulliken charges for atoms 1 to 2, given in e:
1 H 0.302
2 C -0.294

=====

(2)
Formula: C32H31GeN4O6S2SeTl
Source: OMol25
Level of theory: wB97M-V/def2-TZVPD

Output
Energy above the lowest of the compared OMol25 structures with the same formula, charge and spin (kJ/mol): 46.6
Kohn-Sham gap (eV): 6.3293
DFT total energy (eV): -200142.5832

The geometry in ORCA input format:
```
! RIJCOSX wB97M-V def2-TZVPD def2/J DEFGRID3
* xyz 2 1
H -28.485 -3.210 10.863
C -19.473 -8.691 0.042
H -21.928 0.401 2.116
H -21.029 -7.152 0.061
S -19.632 -9.419 2.480
H -27.417 -7.637 7.466
H -18.875 -4.407 1.314
Tl -23.803 -3.574 4.090
C -27.119 -2.683 2.500
H -16.266 -0.456 -0.508
C -27.356 -4.275 9.258
H -22.639 -9.916 3.288
C -26.171 -0.771 3.304
N -26.224 -2.094 3.309
H -21.458 0.268 3.800
C -26.679 -7.006 6.964
C -27.896 -1.955 1.575
C -27.036 -4.154 2.530
C -25.167 -0.254 4.307
H -28.626 -2.549 1.011
H -17.174 -4.706 0.697
S -29.320 -5.421 8.104
N -24.969 -5.220 5.683
C -24.854 -6.592 5.516
O -28.136 -4.746 2.035
H -18.036 -10.168 0.833
C -22.167 -6.597 3.081
H -17.336 -3.938 2.190
O -25.691 0.392 5.357
H -24.461 -10.397 4.726
H -16.600 -0.207 1.235
C -23.817 -7.038 4.576
H -18.412 -1.909 -2.220
C -18.200 -2.759 -1.604
H -18.946 -3.518 -1.553
H -26.773 1.135 2.377
H -20.355 0.929 2.628
H -26.294 -9.557 6.196
C -20.806 -8.308 1.904
C -24.618 -9.329 4.978
H -30.624 -4.255 9.822
C -17.822 -4.013 1.224
C -16.480 -0.947 0.448
H -25.905 -3.681 6.684
Ge -17.926 -2.305 0.229
H -15.597 -1.567 0.694
N -18.573 -2.705 4.346
C -29.633 -4.384 9.461
N -23.090 -6.137 3.923
H -26.353 -4.059 9.480
O -18.856 -1.435 3.242
H -17.323 -3.239 -2.039
O -19.343 -3.468 4.541
O -23.979 -0.341 4.131
C -21.925 -7.923 2.777
C -28.504 -3.880 10.016
C -20.562 -7.953 0.627
C -27.621 -5.101 8.235
H -20.330 -1.481 -0.120
C -25.575 -8.901 5.810
C -18.873 -9.455 0.942
Se -20.405 -1.607 2.382
H -19.169 -8.595 -0.988
H -27.958 -5.691 2.014
H -19.399 -0.159 0.679
H -28.197 -0.023 0.690
C -26.700 -5.643 7.253
C -25.855 -4.776 6.529
C -22.782 -8.841 3.405
C -27.687 -0.573 1.469
C -21.105 0.176 2.792
C -25.710 -7.498 6.101
C -26.867 0.055 2.377
C -23.726 -8.407 4.330
O -26.044 -4.779 2.843
H -26.662 0.314 5.441
C -19.631 -1.243 0.650
H -21.574 -5.810 2.634
*
```

Here are the Mulliken charges for atoms 1 to 2, given in e:
1 H 0.408
2 C -0.576

=====

(3)
Formula: C5H10O3Y
Source: OMol25
Level of theory: wB97M-V/def2-TZVPD

Output
Energy above the lowest of the compared OMol25 structures with the same formula, charge and spin (kJ/mol): 89.5
Kohn-Sham gap (eV): 7.9791
DFT total energy (eV): -12525.4009

The geometry in ORCA input format:
```
! RIJCOSX wB97M-V def2-TZVPD def2/J DEFGRID3
* xyz 1 1
C 0.996 1.791 2.296
H -3.598 -0.230 -1.653
O -0.492 -0.042 -2.820
H -1.403 -1.870 -2.278
C 1.275 -1.174 0.085
C 1.315 -0.462 1.417
H -2.277 -0.682 -3.595
H 0.295 1.452 3.075
H 2.017 1.811 2.707
H 2.329 -0.426 1.851
H 0.644 -0.859 2.197
H 0.798 -2.109 -0.244
Y 0.300 0.763 -0.999
O -1.993 0.711 -0.831
C -1.666 -0.731 -2.666
O 0.949 0.933 1.179
C -2.499 -0.127 -1.601
H 2.300 -1.538 -0.072
H 0.710 2.791 1.951
*
```

Here are the Mulliken charges for atoms 1 to 2, given in e:
1 C -0.642
2 H 0.399

=====

(4)
Formula: C11H30BrN14O6
Source: OMol25
Level of theory: wB97M-V/def2-TZVPD

Output
Kohn-Sham gap (eV): 5.8990
DFT total energy (eV): -115080.5317

The geometry in ORCA input format:
```
! RIJCOSX wB97M-V def2-TZVPD def2/J DEFGRID3
* xyz 1 1
O 0.722 2.224 1.538
C -2.161 -3.490 3.353
N 3.272 -0.457 -0.873
O 4.296 4.133 5.701
H -0.575 2.233 -3.605
H 1.159 -0.430 -3.913
O -0.455 -4.882 0.332
H -2.169 -3.924 1.372
N -2.699 -3.477 2.106
H -5.349 4.733 -3.417
Br -3.854 0.336 -2.337
H 2.497 -0.982 -1.239
H -2.549 -2.868 5.240
H 2.618 -5.640 -0.040
H 2.109 -5.271 2.176
O -2.862 3.650 -1.755
N -2.913 -2.880 4.303
N 0.573 -2.035 -2.662
N 1.159 -5.080 1.916
H -0.942 1.896 -1.146
N -0.483 2.341 -0.373
H -0.366 -3.373 -1.541
C 0.285 -0.844 -3.301
C -3.925 4.217 -1.981
N -0.506 -2.452 -2.022
N 1.662 -5.444 -0.277
H -2.125 1.498 -4.420
H -3.981 3.823 -3.968
N 0.147 0.311 0.466
C -1.754 -1.885 -1.889
C 0.166 1.665 0.606
C -0.969 -0.010 -3.323
H -4.267 4.824 -0.081
H -0.497 3.345 -0.308
H -0.459 1.167 -5.117
C 4.064 0.186 -1.769
C -2.135 -0.566 -2.509
H -3.583 -3.055 1.890
C 0.715 -5.120 0.641
H 0.618 -0.230 1.171
C 3.739 3.576 4.769
H 3.261 1.755 3.865
H 4.185 1.679 5.331
H 0.488 -4.844 2.634
H -0.308 -0.162 -0.293
N 3.717 2.224 4.627
H 1.377 -5.488 -1.240
H -2.545 -2.432 -1.281
N -4.480 4.272 -3.219
N 3.090 4.254 3.788
H 3.422 -0.431 0.119
H 5.267 0.923 -0.234
N 5.092 0.879 -1.221
H -3.799 -2.450 4.115
O 3.861 0.141 -2.975
H 2.629 3.806 3.016
C -1.025 1.343 -4.140
N -4.642 4.840 -1.014
H -5.513 5.308 -1.185
H 3.080 5.258 3.851
O -1.083 -4.011 3.596
H 5.703 1.371 -1.851
*
```

Here are the Mulliken charges for atoms 1 to 2, given in e:
1 O -0.688
2 C 0.632

=====

What did the fourth record say?
Formula: C11H30BrN14O6
Source: OMol25
Level of theory: wB97M-V/def2-TZVPD

Output
Kohn-Sham gap (eV): 5.8990
DFT total energy (eV): -115080.5317

The geometry in ORCA input format:
```
! RIJCOSX wB97M-V def2-TZVPD def2/J DEFGRID3
* xyz 1 1
O 0.722 2.224 1.538
C -2.161 -3.490 3.353
N 3.272 -0.457 -0.873
O 4.296 4.133 5.701
H -0.575 2.233 -3.605
H 1.159 -0.430 -3.913
O -0.455 -4.882 0.332
H -2.169 -3.924 1.372
N -2.699 -3.477 2.106
H -5.349 4.733 -3.417
Br -3.854 0.336 -2.337
H 2.497 -0.982 -1.239
H -2.549 -2.868 5.240
H 2.618 -5.640 -0.040
H 2.109 -5.271 2.176
O -2.862 3.650 -1.755
N -2.913 -2.880 4.303
N 0.573 -2.035 -2.662
N 1.159 -5.080 1.916
H -0.942 1.896 -1.146
N -0.483 2.341 -0.373
H -0.366 -3.373 -1.541
C 0.285 -0.844 -3.301
C -3.925 4.217 -1.981
N -0.506 -2.452 -2.022
N 1.662 -5.444 -0.277
H -2.125 1.498 -4.420
H -3.981 3.823 -3.968
N 0.147 0.311 0.466
C -1.754 -1.885 -1.889
C 0.166 1.665 0.606
C -0.969 -0.010 -3.323
H -4.267 4.824 -0.081
H -0.497 3.345 -0.308
H -0.459 1.167 -5.117
C 4.064 0.186 -1.769
C -2.135 -0.566 -2.509
H -3.583 -3.055 1.890
C 0.715 -5.120 0.641
H 0.618 -0.230 1.171
C 3.739 3.576 4.769
H 3.261 1.755 3.865
H 4.185 1.679 5.331
H 0.488 -4.844 2.634
H -0.308 -0.162 -0.293
N 3.717 2.224 4.627
H 1.377 -5.488 -1.240
H -2.545 -2.432 -1.281
N -4.480 4.272 -3.219
N 3.090 4.254 3.788
H 3.422 -0.431 0.119
H 5.267 0.923 -0.234
N 5.092 0.879 -1.221
H -3.799 -2.450 4.115
O 3.861 0.141 -2.975
H 2.629 3.806 3.016
C -1.025 1.343 -4.140
N -4.642 4.840 -1.014
H -5.513 5.308 -1.185
H 3.080 5.258 3.851
O -1.083 -4.011 3.596
H 5.703 1.371 -1.851
*
```

Here are the Mulliken charges for atoms 1 to 2, given in e:
1 O -0.688
2 C 0.632

=====

What did the third record say?
Formula: C5H10O3Y
Source: OMol25
Level of theory: wB97M-V/def2-TZVPD

Output
Energy above the lowest of the compared OMol25 structures with the same formula, charge and spin (kJ/mol): 89.5
Kohn-Sham gap (eV): 7.9791
DFT total energy (eV): -12525.4009

The geometry in ORCA input format:
```
! RIJCOSX wB97M-V def2-TZVPD def2/J DEFGRID3
* xyz 1 1
C 0.996 1.791 2.296
H -3.598 -0.230 -1.653
O -0.492 -0.042 -2.820
H -1.403 -1.870 -2.278
C 1.275 -1.174 0.085
C 1.315 -0.462 1.417
H -2.277 -0.682 -3.595
H 0.295 1.452 3.075
H 2.017 1.811 2.707
H 2.329 -0.426 1.851
H 0.644 -0.859 2.197
H 0.798 -2.109 -0.244
Y 0.300 0.763 -0.999
O -1.993 0.711 -0.831
C -1.666 -0.731 -2.666
O 0.949 0.933 1.179
C -2.499 -0.127 -1.601
H 2.300 -1.538 -0.072
H 0.710 2.791 1.951
*
```

Here are the Mulliken charges for atoms 1 to 2, given in e:
1 C -0.642
2 H 0.399

=====

Copy entry 3 word for word.
Formula: C5H10O3Y
Source: OMol25
Level of theory: wB97M-V/def2-TZVPD

Output
Energy above the lowest of the compared OMol25 structures with the same formula, charge and spin (kJ/mol): 89.5
Kohn-Sham gap (eV): 7.9791
DFT total energy (eV): -12525.4009

The geometry in ORCA input format:
```
! RIJCOSX wB97M-V def2-TZVPD def2/J DEFGRID3
* xyz 1 1
C 0.996 1.791 2.296
H -3.598 -0.230 -1.653
O -0.492 -0.042 -2.820
H -1.403 -1.870 -2.278
C 1.275 -1.174 0.085
C 1.315 -0.462 1.417
H -2.277 -0.682 -3.595
H 0.295 1.452 3.075
H 2.017 1.811 2.707
H 2.329 -0.426 1.851
H 0.644 -0.859 2.197
H 0.798 -2.109 -0.244
Y 0.300 0.763 -0.999
O -1.993 0.711 -0.831
C -1.666 -0.731 -2.666
O 0.949 0.933 1.179
C -2.499 -0.127 -1.601
H 2.300 -1.538 -0.072
H 0.710 2.791 1.951
*
```

Here are the Mulliken charges for atoms 1 to 2, given in e:
1 C -0.642
2 H 0.399